{
  "formula": "C19H30NO17P2S",
  "method": "wB97M-V/def2-TZVPD",
  "elements": ["C", "C", "O", "C", "C", "S", "C", "O", "O", "O", "C", "O", "C", "P", "N", "O", "P", "O", "O", "H", "H", "H", "H", "H", "H", "H", "H", "H", "H", "H", "H", "C", "C", "C", "O", "C", "O", "O", "H", "H", "H", "H", "H", "H", "C", "C", "C", "O", "C", "O", "O", "H", "H", "H", "H", "H", "H", "C", "C", "C", "O", "C", "O", "O", "H", "H", "H", "H", "H", "H"],
  "xyz": [[-3.4309, -2.6930, -2.1288], [-2.0565, -1.9983, -2.6605], [-0.9070, -2.7609, -2.2278], [0.3377, -2.0252, -2.3787], [0.9042, -1.9532, -0.8685], [-0.3231, -2.3603, 0.4635], [1.6171, -0.6018, -0.3547], [1.4178, 0.5394, -0.8847], [2.4736, -0.7347, 0.7449], [1.9804, -2.9470, -0.8097], [2.4690, -3.3492, -2.0959], [3.6385, -3.7611, -2.3114], [1.2746, -3.1196, -3.1402], [0.4056, -4.8098, -3.1621], [0.3182, -5.4273, -1.4819], [1.4142, -5.8922, -4.0602], [1.9050, -2.3453, -4.7547], [0.7805, -2.5175, -6.0428], [3.4799, -2.8743, -5.1669], [-4.2322, -2.7503, -2.9517], [-3.2635, -3.7746, -1.7768], [-3.8818, -2.0482, -1.2889], [-2.0759, -2.0350, -3.8140], [-2.0820, -0.9190, -2.2885], [0.1201, -1.0530, -2.9330], [-0.5281, -3.7374, 0.3274], [-0.2246, -6.3021, -1.4546], [1.2708, -5.6888, -1.1679], [2.2261, -6.1214, -3.5395], [1.2270, -2.7896, -6.8827], [3.6278, -3.8232, -4.9368], [-0.5198, 2.8317, 4.4124], [-0.8631, 1.5795, 3.6348], [0.1092, 1.2677, 2.5362], [-0.6992, 0.5689, 1.5993], [-1.9743, 1.0021, 1.7793], [-2.8852, 0.7677, 1.0342], [-2.0849, 1.7439, 2.9202], [0.4838, 2.7716, 4.8391], [-0.5844, 3.7197, 3.7771], [-1.2353, 2.9786, 5.2267], [-0.9803, 0.7309, 4.3181], [0.9343, 0.6391, 2.8763], [0.5193, 2.1573, 2.0472], [4.6602, 0.9441, -0.2103], [6.1529, 1.1092, -0.0242], [6.5272, 2.2999, 0.8067], [7.8161, 2.6350, 0.3031], [7.8600, 2.1946, -0.9869], [8.7223, 2.4785, -1.7709], [6.7955, 1.3940, -1.2676], [4.1439, 0.8766, 0.7485], [4.2400, 1.7761, -0.7831], [4.4495, 0.0369, -0.7802], [6.5872, 0.1876, 0.3793], [6.5792, 2.0635, 1.8712], [5.8632, 3.1590, 0.6652], [-6.6225, 3.4863, 1.1783], [-6.1318, 4.1515, 2.4458], [-5.2684, 3.2660, 3.2939], [-5.4994, 3.7734, 4.6039], [-6.7403, 4.3361, 4.5933], [-7.3339, 4.6879, 5.5726], [-7.2192, 4.4433, 3.3208], [-5.7895, 3.1233, 0.5721], [-7.2890, 2.6495, 1.4055], [-7.2040, 4.1945, 0.5815], [-5.6254, 5.0932, 2.2066], [-4.2118, 3.3424, 3.0317], [-5.5646, 2.2125, 3.2706]],
  "forces_ev_per_a": [[0.021, 0.175, -0.023], [-1.712, -0.704, -0.643], [-0.797, 1.824, -0.656], [-0.953, -1.971, 0.386], [1.200, 0.034, 0.047], [0.222, -0.592, -0.156], [3.326, 2.793, 3.806], [-0.378, -3.299, 0.265], [-4.175, -0.398, -4.625], [1.214, -0.958, -2.774], [1.364, 1.206, 0.351], [-4.565, 0.821, 1.006], [1.803, -0.638, 1.886], [-2.165, -1.314, -0.833], [1.740, -0.087, -1.331], [0.850, 1.124, 2.082], [1.155, 3.190, -0.328], [1.557, -1.563, 0.312], [-2.436, -1.631, 0.447], [1.344, 0.202, 1.031], [-0.050, 1.745, -0.404], [0.813, -1.212, -1.101], [0.075, 0.334, 1.619], [0.518, -1.422, -0.446], [0.975, -1.153, 0.907], [0.426, 1.323, -0.509], [0.149, 0.652, -0.368], [-0.632, 0.354, 0.257], [-0.652, 0.230, -0.698], [-0.468, 0.141, 0.998], [0.046, 0.780, -0.164], [-0.472, 0.207, 0.189], [0.532, 0.630, 0.705], [0.846, -0.305, 0.028], [-1.083, 0.346, 0.115], [-0.073, -0.498, -0.875], [0.446, 0.287, 0.624], [-0.274, -0.282, -0.477], [-0.066, -0.083, -0.068], [0.130, -0.170, -0.078], [0.128, -0.040, -0.001], [0.014, -0.019, -0.108], [-0.093, -0.077, -0.330], [-0.071, -0.002, 0.092], [0.284, -0.014, -0.414], [-1.447, -0.360, 0.166], [-0.075, 0.068, 0.616], [0.304, 0.000, -0.561], [0.310, -0.078, -0.734], [-0.506, -0.120, 0.605], [1.078, 0.650, 0.128], [-0.003, -0.187, -0.176], [0.117, 0.047, 0.154], [-0.087, 0.062, 0.289], [0.082, 0.106, 0.009], [0.162, 0.076, -0.119], [-0.073, -0.157, -0.098], [-0.419, 0.205, -0.160], [-0.032, -0.401, -1.088], [0.773, -0.276, -0.182], [-0.675, 0.362, 0.172], [-0.406, 0.226, 0.735], [0.429, -0.238, -0.711], [0.194, 0.056, 0.816], [0.000, 0.044, 0.121], [0.205, 0.008, 0.104], [0.126, -0.044, 0.013], [0.025, -0.052, 0.100], [-0.093, -0.062, 0.204], [-0.049, 0.100, -0.141]],
  "homo_ev": -5.2,
  "charge": -1,
  "homo_lumo_gap_ev": 7.5,
  "energy_ev": -85901.130,
  "relative_energy_kj_mol": 440.59,
  "mol_weight_g_mol": 638.5
}

{
  "formula": "C19H31BrClKNO11PS3",
  "method": "wB97M-V/def2-TZVPD",
  "elements": ["C", "O", "C", "C", "C", "P", "O", "Br", "C", "C", "C", "C", "C", "O", "N", "C", "S", "O", "O", "C", "O", "H", "H", "H", "H", "H", "H", "H", "H", "H", "H", "H", "C", "C", "O", "C", "H", "H", "H", "H", "H", "H", "K", "C", "S", "O", "C", "H", "H", "H", "H", "H", "H", "O", "S", "O", "O", "C", "C", "C", "H", "H", "H", "H", "H", "H", "H", "H", "Cl"],
  "xyz": [[-1.9650, 2.1261, -3.5483], [-2.0789, 0.7279, -3.7727], [-2.5696, 0.0436, -2.6237], [-1.4173, -0.6035, -1.9117], [-0.4224, -1.3109, -2.5882], [-0.3650, -1.5615, -4.4197], [0.4457, -3.0086, -4.4695], [-2.4108, -2.2384, -5.0220], [0.6673, -1.8673, -1.8977], [0.8061, -1.7183, -0.5328], [-0.1811, -1.0198, 0.1154], [-1.2749, -0.4917, -0.5381], [-2.1484, 0.1564, 0.4703], [-3.1884, 0.7085, 0.2671], [-1.5020, 0.0590, 1.7626], [-2.3095, -0.5951, 2.8079], [-3.9131, 0.2114, 3.0588], [-4.9048, -0.8229, 2.8835], [-3.8568, 0.8233, 4.3619], [-0.3072, -0.6764, 1.5510], [0.4826, -0.9817, 2.4158], [-1.7385, 2.5950, -4.5039], [-1.1549, 2.3744, -2.8576], [-2.9066, 2.5540, -3.2001], [-3.0880, 0.7426, -1.9721], [-3.2830, -0.7026, -2.9725], [-0.1635, -3.7264, -4.2465], [1.4209, -2.4036, -2.4528], [1.6531, -2.1086, 0.0133], [-1.8005, -0.4777, 3.7627], [-2.4117, -1.6690, 2.6410], [-3.9749, 1.1962, 2.1237], [4.0574, -2.5251, -4.8120], [4.6758, -2.1988, -3.4839], [4.0723, -2.2111, -2.4436], [6.1525, -1.8268, -3.4576], [3.0056, -2.7672, -4.6725], [4.1380, -1.6692, -5.4847], [4.5639, -3.3811, -5.2625], [6.3364, -0.9350, -4.0606], [6.7630, -2.6552, -3.8300], [6.4125, -1.6208, -2.4269], [8.2796, -1.5588, -1.5793], [-3.2278, 7.5305, -3.9610], [-3.2283, 5.7459, -3.7487], [-2.4856, 5.1745, -4.9061], [-4.9777, 5.5185, -4.0833], [-2.2053, 7.8787, -3.8338], [-3.5829, 7.7801, -4.9613], [-3.8663, 7.9835, -3.2029], [-5.2132, 5.9042, -5.0757], [-5.5601, 6.0358, -3.3213], [-5.1866, 4.4519, -4.0408], [4.1871, -1.9781, 7.9059], [2.8726, -2.5482, 7.9560], [2.6360, -3.8366, 7.3803], [1.8373, -1.5036, 7.3787], [2.0845, -0.9595, 6.0556], [1.7640, -1.9309, 4.9435], [2.2825, -2.5445, 9.6126], [3.1164, -0.6099, 6.0000], [1.4413, -0.0852, 5.9853], [2.4409, -2.7861, 4.9588], [1.8536, -1.4395, 3.9787], [0.7500, -2.3153, 5.0472], [2.4437, -1.5600, 10.0419], [2.8514, -3.2965, 10.1547], [1.2274, -2.8033, 9.6055], [-2.8509, 3.2079, 0.9388]],
  "forces_ev_per_a": [[0.283, 0.322, -0.525], [-0.227, -0.197, 0.040], [0.049, 0.375, -0.393], [-0.258, 0.220, 0.180], [-0.189, -0.720, -0.218], [0.639, 0.830, -0.193], [-0.491, 0.011, -0.160], [0.022, -0.277, 0.137], [-0.094, 0.102, -0.242], [0.261, 0.065, 0.137], [-0.383, 0.417, 0.301], [0.430, 0.018, -0.035], [-0.125, 0.491, -0.180], [-0.249, -1.338, 0.039], [-0.001, -1.593, -0.972], [0.549, 0.854, 0.346], [-0.576, -0.238, 1.298], [-0.004, 0.060, -0.633], [0.252, 0.205, -0.073], [0.570, 0.239, 0.451], [-0.463, 0.041, -0.195], [0.014, -0.077, -0.042], [-0.127, -0.077, 0.221], [0.025, -0.092, 0.216], [-0.009, -0.094, 0.139], [-0.009, -0.048, 0.128], [0.215, -0.177, 0.127], [0.036, -0.065, 0.035], [0.048, -0.064, -0.035], [-0.012, 0.153, 0.001], [-0.460, 0.077, -0.280], [0.166, 0.077, -0.120], [-0.149, -0.013, 0.161], [-0.120, 0.001, -0.007], [-0.053, -0.064, 0.166], [0.007, -0.019, -0.263], [-0.010, 0.006, 0.001], [0.090, -0.048, -0.055], [0.071, 0.079, -0.075], [0.052, -0.076, -0.095], [-0.014, 0.048, -0.165], [-1.103, 0.016, -0.323], [1.089, 0.075, 0.684], [-0.063, 0.103, -0.062], [0.088, -0.083, 0.190], [-0.032, 0.050, -0.119], [-0.101, 0.040, -0.071], [0.017, -0.042, 0.017], [0.011, -0.042, -0.012], [0.019, -0.014, 0.027], [0.048, -0.006, -0.012], [0.016, -0.032, 0.036], [0.038, -0.010, 0.031], [0.096, -0.115, -0.081], [-0.268, 0.179, 0.087], [0.166, -0.066, -0.010], [-0.040, -0.001, 0.026], [0.053, 0.212, -0.499], [0.252, -0.351, 0.208], [0.000, 0.007, 0.085], [0.036, -0.083, 0.139], [-0.078, -0.035, 0.211], [0.011, 0.013, 0.056], [-0.048, 0.056, 0.142], [-0.044, 0.087, -0.064], [-0.006, 0.012, -0.017], [0.028, -0.009, -0.034], [-0.004, -0.004, -0.023], [0.064, 0.627, 0.220]],
  "homo_ev": -5.7,
  "homo_lumo_gap_ev": 2.5,
  "energy_ev": -184899.022,
  "mol_weight_g_mol": 731.1
}